[1]
{
  "formula": "C23H51Ba2N2O7",
  "method": "ωB97M-V with the def2-TZVPD basis set",
  "elements": ["Ba", "Ba", "O", "C", "O", "O", "H", "C", "C", "O", "H", "H", "H", "H", "H", "H", "C", "C", "O", "H", "H", "H", "H", "H", "H", "C", "C", "C", "C", "C", "C", "N", "O", "C", "C", "C", "H", "H", "H", "H", "H", "H", "H", "H", "H", "H", "H", "H", "H", "H", "H", "H", "H", "H", "H", "C", "C", "C", "C", "C", "C", "N", "O", "C", "C", "C", "H", "H", "H", "H", "H", "H", "H", "H", "H", "H", "H", "H", "H", "H", "H", "H", "H", "H", "H"],
  "coordinates": [[-3.03755, -12.93778, -1.50462], [-3.22150, -9.94824, -4.87426], [-5.37252, -9.04513, -1.01790], [-4.50753, -10.04164, -1.14445], [-4.42259, -10.96982, -0.32268], [-3.68744, -10.09940, -2.05740], [-5.89934, -9.36841, -0.28336], [-5.25455, -5.61058, -3.30370], [-5.99103, -6.87532, -3.65410], [-5.04365, -7.86796, -3.69539], [-5.84867, -4.70778, -3.44539], [-4.29235, -5.43662, -3.78535], [-5.00700, -5.46950, -2.25161], [-6.50850, -6.77965, -4.60865], [-6.73605, -7.19477, -2.92541], [-5.21312, -8.25097, -2.83158], [0.85645, -10.47309, -0.64964], [0.03430, -11.29605, 0.25311], [-1.31571, -11.16949, -0.09737], [0.98210, -10.98364, -1.60444], [1.85516, -10.21979, -0.29395], [0.48396, -9.45201, -0.73179], [0.16453, -10.92446, 1.26950], [0.41651, -12.31613, 0.29127], [-1.58516, -10.24999, -0.03808], [-6.82482, -7.90628, 1.91679], [-7.99981, -8.69908, 1.28776], [-8.57864, -7.80102, 0.09896], [-9.75478, -8.35416, -0.67861], [-9.23892, -9.75818, -1.20066], [-8.45084, -10.72466, -0.23561], [-7.58246, -9.99592, 0.68189], [-6.79702, -10.81383, 1.55104], [-9.62436, -11.44753, 0.65380], [-7.70932, -11.83182, -1.08670], [-9.03747, -8.98802, 2.39926], [-7.05878, -7.00187, 2.47840], [-6.19379, -7.43027, 1.16624], [-6.17170, -8.50317, 2.55338], [-8.76157, -6.75366, 0.33913], [-7.83886, -7.75240, -0.70006], [-10.16314, -7.64174, -1.39541], [-10.56323, -8.58625, 0.01467], [-8.68602, -9.62254, -2.13018], [-10.10439, -10.32884, -1.53741], [-9.34360, -11.30479, 1.69730], [-10.64267, -11.06130, 0.60951], [-9.67810, -12.50708, 0.40365], [-8.22491, -12.09802, -2.00943], [-6.80620, -11.32510, -1.42684], [-7.30443, -12.70552, -0.57601], [-8.67196, -9.70773, 3.13172], [-9.93002, -9.40955, 1.93691], [-9.39767, -8.01798, 2.74189], [-6.14154, -10.99938, 0.87465], [-2.53954, -6.91233, -0.89048], [-1.88004, -6.56005, 0.46863], [-2.31285, -5.05554, 0.81396], [-1.96929, -4.64709, 2.24810], [-2.71564, -5.60022, 3.14795], [-2.35547, -7.13860, 2.91146], [-2.51572, -7.38707, 1.49419], [-2.65579, -8.72673, 1.23479], [-0.85949, -7.41706, 3.37186], [-3.32122, -7.95584, 3.71610], [-0.39895, -6.71341, 0.48054], [-2.06176, -6.26917, -1.62951], [-3.61953, -6.76915, -0.85513], [-2.37851, -7.96024, -1.14355], [-1.86586, -4.29500, 0.17375], [-3.38345, -4.98573, 0.62147], [-2.37758, -3.63728, 2.28919], [-0.90304, -4.43297, 2.32124], [-3.75551, -5.55960, 2.82374], [-2.73727, -5.35770, 4.21041], [-0.94548, -7.78175, 4.39544], [-0.47650, -8.33889, 2.93408], [-0.12680, -6.61038, 3.39521], [-3.41121, -7.49798, 4.70116], [-4.29589, -7.90853, 3.23040], [-3.08421, -9.01945, 3.74170], [-0.08930, -7.74245, 0.66299], [0.09743, -6.02978, 1.16927], [-0.05048, -6.44795, -0.51755], [-3.60366, -8.77158, 1.08940]],
  "forces_ev_per_angstrom": [[-0.12, 0.89, 1.85], [-1.04, 1.74, 0.66], [2.03, -0.52, -1.25], [-0.41, -0.64, 1.73], [-1.10, -1.15, 1.77], [2.42, 0.64, -5.63], [-2.64, 0.23, 1.44], [-0.39, 1.83, 0.96], [-1.31, 2.64, -0.56], [2.12, -3.72, -0.37], [-0.19, -0.07, -0.52], [-0.22, -0.41, -0.64], [-0.10, -0.73, 0.38], [0.13, -0.04, -0.08], [-0.25, 0.52, 0.10], [0.73, -0.69, 0.30], [1.30, 0.81, -0.76], [1.71, 0.72, 1.78], [-1.94, -1.70, -1.12], [-0.04, 0.41, -0.31], [0.21, -0.74, 0.27], [-0.63, -0.04, -0.47], [-0.15, -0.09, 0.24], [-0.70, -0.28, -0.27], [-0.05, 0.28, 0.22], [0.75, -0.14, -0.49], [-1.15, 0.47, 0.20], [0.27, -0.09, -0.19], [0.51, -2.36, 1.62], [-0.40, 0.40, -0.80], [-3.61, -0.98, 1.24], [2.19, 2.07, -2.04], [-0.74, -0.02, -0.41], [1.30, -0.08, -0.13], [0.68, 1.64, 0.29], [-0.59, 0.77, -1.39], [-0.95, -0.37, 0.28], [0.33, -0.30, -0.73], [-0.29, -0.29, 0.06], [0.08, -0.11, 0.80], [0.89, 0.10, 0.21], [0.33, -0.41, -0.36], [-0.25, 0.18, -0.01], [0.53, 0.30, -0.11], [0.00, -0.15, 0.08], [0.07, -0.71, -0.13], [0.18, 0.35, -0.61], [0.01, 0.00, 0.16], [-0.45, -0.13, 0.40], [0.43, 0.30, -0.44], [-0.74, -0.10, 0.42], [0.05, 0.51, 0.25], [0.10, -0.08, 0.13], [0.31, -0.16, 0.84], [0.76, -0.77, 0.76], [0.56, -0.26, 0.64], [-2.27, 1.79, -0.79], [0.50, -0.58, 0.07], [-0.67, 0.47, -1.23], [0.03, -0.73, -0.20], [0.85, 2.27, 1.00], [1.76, -0.13, 1.20], [0.10, 0.61, -0.70], [-0.45, -1.15, 0.62], [-0.66, -0.56, -0.39], [1.21, -0.18, -0.47], [-0.30, -0.04, -0.10], [0.05, 0.28, -0.06], [0.25, -0.05, -0.17], [0.34, -0.59, -0.56], [-0.14, -0.02, 0.22], [-0.28, 0.03, 0.58], [0.13, -0.72, 0.59], [-0.25, 0.24, 0.16], [0.45, -0.23, -0.02], [-0.30, 0.48, 0.31], [0.19, 0.25, -0.62], [-0.40, 0.07, -0.51], [0.07, -0.38, 0.02], [-0.23, 0.21, 0.20], [0.28, 0.12, 0.42], [0.10, 0.06, 0.12], [-0.10, -0.29, 0.08], [0.08, 0.05, -0.04], [-0.85, -0.79, 0.02]],
  "lowdin_charge": [2.001, 1.953, 0.142, -0.901, -0.172, -0.278, 0.077, -0.055, -0.296, -0.216, 0.098, 0.086, 0.063, 0.134, 0.121, 0.026, -0.068, -0.309, -0.233, 0.085, 0.110, 0.064, 0.131, 0.137, 0.052, -0.039, -0.434, -0.131, -0.138, -0.115, -0.407, -0.152, 0.016, 0.006, -0.015, -0.006, 0.102, 0.057, 0.063, 0.130, 0.083, 0.126, 0.108, 0.096, 0.119, 0.060, 0.087, 0.081, 0.095, 0.032, 0.083, 0.103, 0.062, 0.105, 0.037, -0.003, -0.441, -0.095, -0.158, -0.078, -0.430, 0.063, 0.082, 0.043, -0.004, 0.007, 0.109, 0.076, 0.060, 0.142, 0.122, 0.138, 0.124, 0.125, 0.145, 0.107, 0.084, 0.104, 0.124, 0.067, 0.107, 0.080, 0.101, 0.113, 0.123],
  "multiplicity": 2,
  "total_charge": 4,
  "s2": 0.754,
  "homo_ev": -16.830
}

=====

[2]
{
  "formula": "C10H7F9N3O2",
  "method": "ωB97M-V with the def2-TZVPD basis set",
  "elements": ["O", "N", "O", "C", "C", "C", "N", "C", "C", "C", "F", "F", "C", "F", "F", "C", "F", "F", "C", "F", "F", "F", "N", "C", "H", "H", "H", "H", "H", "H", "H"],
  "coordinates": [[1.34983, 4.37896, -0.81913], [2.04601, 4.68576, 0.16101], [1.10287, 4.91155, 1.12924], [0.34432, 3.65402, 1.24637], [-1.32349, 3.58814, 1.12523], [-1.99642, 2.06041, 1.23747], [-1.04919, 0.90815, 1.45501], [-1.74916, -0.47083, 1.52302], [-1.51128, -1.26145, 0.08643], [-0.36558, -2.44321, 0.16036], [-1.01629, -3.57855, 0.91734], [0.80779, -2.05190, 1.02847], [0.07032, -3.07059, -1.28809], [0.77322, -4.38753, -1.06060], [-1.19061, -3.44591, -2.03215], [0.92526, -2.07465, -2.26351], [1.22590, -2.87238, -3.51136], [0.20749, -0.86530, -2.72600], [2.37797, -1.59142, -1.68120], [2.34150, -0.23904, -1.01504], [3.07235, -2.57397, -0.81831], [3.26633, -1.39737, -2.88708], [0.30275, 0.86782, 1.60172], [1.04531, 2.15546, 1.49960], [-1.96641, 4.55434, 0.97405], [-3.16201, 2.00374, 1.14968], [-2.91889, -0.30453, 1.65309], [-1.37955, -1.06600, 2.46051], [-1.31032, -0.43230, -0.71348], [-2.55248, -1.76341, -0.18321], [2.23247, 2.12199, 1.59058]],
  "forces_ev_per_angstrom": [[4.47, 0.63, 2.09], [-3.43, -0.85, -5.79], [-2.44, -3.44, 3.67], [-3.82, -3.14, 0.36], [3.10, -3.58, 0.65], [4.89, 3.05, 0.27], [-2.80, 2.35, -0.17], [-0.55, -1.08, -0.23], [-0.53, 0.14, 0.42], [-0.88, -1.10, 2.67], [2.03, 3.33, -2.26], [-3.45, -1.13, -3.15], [-1.22, -2.99, -0.52], [-2.06, 4.86, -0.89], [3.94, 1.55, 2.48], [0.41, -0.40, -3.30], [-1.09, 2.60, 4.30], [1.93, -3.85, 1.87], [4.11, 1.18, -0.70], [-0.18, -4.86, -1.97], [-2.91, 3.70, -2.97], [-3.13, -0.59, 4.39], [0.33, 5.84, -0.85], [-2.41, 0.61, -0.33], [1.33, -2.15, 0.33], [2.60, -0.55, 0.23], [2.72, -0.08, -0.31], [-0.44, 1.27, -1.93], [-0.04, -1.84, 1.32], [2.50, 0.76, 0.47], [-2.96, -0.25, -0.16]],
  "lowdin_charge": [0.056, 0.061, -0.074, -0.048, 0.139, 0.113, -0.158, -0.089, -0.039, -0.165, -0.003, -0.007, -0.095, 0.045, 0.029, -0.094, 0.043, 0.043, -0.128, 0.010, 0.067, 0.036, 0.124, 0.091, 0.131, 0.152, 0.148, 0.160, 0.134, 0.159, 0.157],
  "smiles": "O=NOc1cc[n+](CCC(F)(F)C(F)(F)C(F)(F)C(F)(F)F)nc1",
  "total_charge": 1,
  "homo_ev": -14.758
}

=====

[3]
{
  "formula": "H3O4PS",
  "method": "ωB97M-V with the def2-TZVPD basis set",
  "elements": ["O", "O", "O", "O", "P", "S", "H", "H", "H"],
  "coordinates": [[-0.41906, -0.94431, 0.08038], [-0.28863, -0.45769, -2.60622], [1.27337, 0.65883, -0.90070], [-0.66282, -0.46921, 1.35110], [-0.17943, 0.53968, -1.55301], [-1.07911, 2.17486, -0.92067], [-1.13865, -1.58369, 0.03445], [-1.20914, 0.35385, 1.12272], [1.18538, 1.20557, -0.02166]],
  "forces_ev_per_angstrom": [[-0.21, -1.15, -1.15], [-0.30, 0.35, 0.07], [-0.01, 0.81, 1.74], [-0.99, 2.63, 1.12], [0.89, 1.53, 1.48], [-0.42, -1.44, -0.60], [-0.05, -0.42, -0.84], [0.80, -1.00, 0.74], [0.30, -1.31, -2.56]],
  "lowdin_charge": [-0.174, -0.300, -0.267, -0.057, 0.187, 0.279, 0.135, 0.086, 0.110],
  "homo_ev": -9.878
}

=====

Number 1: electronic energy -43337.231 eV, orbital gap 3.3 eV. Number 2: electronic energy -43482.989 eV, orbital gap 8.8 eV. Number 3: electronic energy -28360.998 eV, orbital gap 9.9 eV.